Record 1
93
Properties=species:S:1:pos:R:3:mulliken_charge:R:1 method="wB97M-V/def2-TZVPD" multiplicity=1 homo_lumo_gap_ev=7.51 de_lowest_ev=1.410 charge=+1 total_energy_ha=-4810.45951 lumo_energy_ev=-3.597 mol_weight_g_mol=935.498
Ti 10.95 10.27 10.78 0.2180
C 7.03 8.16 10.59 -2.1960
C 8.29 8.90 10.40 0.9751
N 9.34 8.86 11.13 2.0690
N 9.43 8.06 12.28 -1.7990
C 10.37 8.55 13.00 0.7878
O 11.15 9.52 12.50 0.6613
C 10.82 7.92 14.24 0.2119
C 11.67 8.66 15.00 -0.1939
C 12.31 8.13 16.09 -0.6935
C 11.92 6.86 16.52 -0.6371
C 11.12 6.05 15.71 -0.6189
C 10.49 6.61 14.60 -0.4668
C 8.45 9.72 9.19 1.1834
C 7.42 9.75 8.25 -0.9121
C 7.65 10.39 7.06 -0.8993
C 8.81 10.94 6.72 -1.5065
C 9.75 10.97 7.70 -0.4379
N 9.62 10.32 8.89 1.0903
H 6.19 8.71 10.26 0.5718
H 7.11 7.25 9.95 0.3550
H 6.85 7.87 11.65 0.3906
H 11.91 9.69 14.67 0.2295
H 13.02 8.78 16.62 0.4122
H 12.36 6.39 17.39 0.3862
H 10.98 5.02 16.02 0.3921
H 9.75 6.04 14.09 0.5039
H 6.42 9.35 8.41 0.3527
H 6.91 10.44 6.27 0.3900
H 8.94 11.43 5.80 0.6190
H 10.64 11.56 7.63 0.2217
N 13.80 12.15 10.29 0.2673
P 13.65 11.05 11.60 1.7558
C 15.28 10.29 11.69 -0.0305
C 15.41 8.94 11.62 -0.0177
C 16.68 8.40 11.67 -0.8711
C 17.80 9.23 11.59 -0.4845
C 17.66 10.64 11.60 -0.9484
C 16.37 11.12 11.64 0.0472
C 13.60 11.87 13.18 0.8041
C 14.46 11.44 14.23 -1.2711
C 14.34 12.02 15.49 -0.7474
C 13.44 13.06 15.68 -0.8435
C 12.59 13.45 14.69 -1.0143
C 12.61 12.81 13.44 0.1932
P 12.20 12.39 9.67 0.3320
C 12.60 12.63 7.89 -0.2768
C 13.24 11.62 7.10 -0.1415
C 13.45 11.95 5.78 -0.7743
C 12.90 13.09 5.20 -0.4611
C 12.21 14.03 5.95 -1.0343
C 12.07 13.77 7.28 0.2773
C 11.49 13.86 10.31 0.5467
C 10.12 14.13 10.16 -0.3255
C 9.55 15.28 10.67 -0.7086
C 10.33 16.26 11.32 -0.7167
C 11.69 16.06 11.40 -0.7594
C 12.30 14.87 10.94 -0.5580
H 14.55 12.82 10.21 0.4764
H 14.52 8.28 11.58 0.2922
H 16.80 7.35 11.72 0.5272
H 18.77 8.77 11.43 0.3847
H 18.53 11.32 11.53 0.4062
H 16.24 12.23 11.60 0.1844
H 15.13 10.63 14.18 0.4352
H 14.88 11.57 16.35 0.4137
H 13.42 13.56 16.61 0.4722
H 11.68 14.06 14.88 0.3923
H 11.92 13.13 12.62 -0.2791
H 13.48 10.62 7.57 0.3061
H 13.94 11.24 5.08 0.3517
H 13.24 13.20 4.20 0.4381
H 12.07 15.04 5.55 0.4089
H 11.75 14.47 8.03 0.4912
H 9.54 13.34 9.66 0.2182
H 8.53 15.43 10.50 0.5431
H 9.86 17.11 11.77 0.4314
H 12.24 16.88 11.84 0.4744
H 13.40 14.82 10.93 0.2679
F 9.66 11.57 11.23 -0.4556
P 8.11 11.74 13.80 0.9620
F 7.25 11.67 15.14 -0.2897
F 9.55 12.24 13.92 0.1495
F 7.35 11.22 12.54 -0.0876
F 7.70 13.24 13.51 -0.4109
F 8.63 10.25 14.03 -0.4156
F 12.81 9.08 8.90 -0.2028
C 11.80 8.57 9.69 0.7153
F 12.46 7.86 10.69 -0.3347
C 11.10 7.41 8.83 0.5502
F 11.98 6.50 8.37 -0.2583
F 10.50 7.97 7.70 -0.2627
F 10.19 6.76 9.57 -0.1953

---

Record 2
102
Properties=species:S:1:pos:R:3:mulliken_charge:R:1 method="wB97M-V/def2-TZVPD" multiplicity=1 homo_lumo_gap_ev=2.97 de_lowest_ev=20.178 charge=+1 total_energy_ha=-2724.94620 lumo_energy_ev=-7.462 mol_weight_g_mol=769.729
Y -3.23 -0.80 -1.51 1.8587
S 0.49 0.26 0.41 1.2762
O -0.64 0.98 -0.01 -0.4995
O 0.45 0.19 1.89 -0.5341
O 0.05 -0.96 -0.23 -0.5580
O 1.71 0.78 -0.17 -0.5678
C -4.37 -6.92 -2.40 -1.1066
C -3.24 -6.40 -1.53 0.7409
O -3.08 -5.23 -1.20 -0.6505
N -2.40 -7.41 -1.13 -0.1733
C -1.15 -7.25 -0.44 -0.9162
H -5.03 -7.53 -1.77 0.3049
H -3.99 -7.54 -3.22 0.3423
H -4.94 -6.07 -2.76 0.2787
H -2.49 -8.33 -1.54 0.2364
H -0.22 -7.51 -0.96 0.3366
H -1.21 -7.80 0.50 0.3069
H -0.90 -6.24 -0.10 0.3069
C -5.19 -3.01 4.20 -1.1235
C -4.58 -1.76 3.71 0.7378
O -4.32 -1.66 2.55 -0.6436
N -4.14 -0.74 4.46 -0.1837
C -3.89 -0.60 5.92 -0.8354
H -5.74 -2.98 5.14 0.3483
H -4.55 -3.88 4.33 0.3019
H -5.87 -3.43 3.46 0.3066
H -3.79 0.03 3.91 0.1869
H -4.11 -1.50 6.50 0.2975
H -4.54 0.15 6.37 0.3161
H -2.89 -0.31 6.23 0.2957
C 1.96 5.50 1.52 -1.0331
C 1.80 5.39 3.02 0.7824
O 1.43 6.43 3.67 -0.6781
N 2.14 4.27 3.64 -0.1783
C 1.89 3.79 4.99 -0.8510
H 2.19 6.49 1.13 0.2982
H 0.98 5.10 1.25 0.2250
H 2.69 4.90 0.98 0.3380
H 2.27 3.56 2.93 0.2012
H 2.88 3.81 5.42 0.2957
H 1.46 2.79 5.06 0.2619
H 1.24 4.50 5.50 0.3417
C -6.93 4.05 1.79 -1.2693
C -5.62 3.86 1.06 0.7558
O -5.35 2.79 0.48 -0.6889
N -4.74 4.90 1.02 -0.1132
C -4.89 6.15 1.81 -0.9163
H -6.64 4.30 2.81 0.3541
H -7.71 3.29 1.69 0.2864
H -7.47 4.92 1.42 0.3719
H -3.95 4.49 0.55 0.2267
H -4.83 7.10 1.27 0.3414
H -4.28 6.12 2.71 0.3542
H -5.82 6.29 2.36 0.2984
C 5.75 -6.33 -4.49 -1.0043
C 5.03 -5.97 -3.17 0.6626
O 4.47 -6.87 -2.48 -0.6485
N 5.13 -4.67 -2.83 -0.1384
C 4.69 -4.12 -1.54 -0.9284
H 5.42 -5.56 -5.19 0.3157
H 5.48 -7.33 -4.84 0.2824
H 6.84 -6.30 -4.40 0.2779
H 5.35 -3.95 -3.50 0.2552
H 4.85 -3.06 -1.37 0.3656
H 5.32 -4.36 -0.68 0.2789
H 3.70 -4.52 -1.31 0.2823
C 3.35 0.06 -5.21 -0.8894
C 4.68 0.75 -5.00 0.5840
O 5.71 0.23 -5.45 -0.6239
N 4.72 1.83 -4.19 -0.1775
C 5.95 2.61 -3.95 -0.8588
H 3.67 -0.93 -5.53 0.2550
H 2.78 0.55 -6.00 0.2687
H 2.85 -0.05 -4.25 0.2841
H 3.95 1.96 -3.54 0.2557
H 6.66 2.10 -3.31 0.2891
H 5.75 3.51 -3.37 0.3473
H 6.42 3.00 -4.85 0.2689
C -4.56 3.92 -5.74 -1.1029
C -3.30 3.74 -4.85 0.6817
O -3.26 2.67 -4.19 -0.6627
N -2.50 4.82 -4.75 -0.1755
C -1.25 4.89 -3.97 -0.8002
H -4.21 4.03 -6.76 0.2967
H -5.16 4.79 -5.44 0.3442
H -5.31 3.16 -5.55 0.2816
H -2.73 5.72 -5.16 0.2574
H -0.52 5.28 -4.69 0.3140
H -0.89 3.89 -3.74 0.2730
H -1.56 5.47 -3.10 0.2948
C 2.63 -2.15 4.97 -0.9656
C 3.99 -1.89 4.60 0.6946
O 4.86 -2.75 4.81 -0.6543
N 4.27 -0.83 3.85 -0.1607
C 5.64 -0.49 3.31 -0.9078
H 2.60 -2.95 5.71 0.2839
H 1.99 -2.46 4.13 0.2344
H 2.26 -1.24 5.44 0.2997
H 3.56 -0.28 3.37 0.2705
H 6.19 -1.38 3.02 0.2999
H 6.28 -0.01 4.06 0.2807
H 5.60 0.17 2.44 0.3271

---

Number 1: HOMO level -11.11 eV. Number 2: HOMO level -10.43 eV.